(1)
Formula: C15H30I3O6P2
Source: the Open Molecules 2025 dataset
Level of theory: ωB97M-V with the def2-TZVPD basis set

The value obtained for the frontier orbital gap is 6.47 eV. For the LUMO energy, the calculation gives 1.63 eV. As for the charge: -1.

Atoms and positions in Å:
C: 2.891 -0.585 1.802
C: 1.455 -0.401 2.295
P: 0.739 1.126 1.586
C: -0.006 2.014 3.017
C: -0.626 0.513 0.474
O: -0.905 1.613 -0.424
C: 0.069 1.786 -1.444
C: -0.006 0.668 -2.503
C: 1.227 -0.250 -2.470
C: 1.415 -1.239 -3.623
I: -0.339 -1.862 -4.668
P: -0.228 3.445 -2.223
O: -1.658 3.119 -2.974
O: -0.701 4.262 -0.893
C: -2.030 -0.081 0.783
O: -2.187 -1.309 0.069
C: -1.453 -2.448 0.500
C: -2.650 -0.177 2.186
I: -1.467 -1.099 3.715
C: -3.422 1.120 2.629
C: -3.276 2.344 1.705
I: -3.164 1.775 4.661
H: 3.179 -1.638 1.909
H: 3.619 0.004 2.373
H: 2.962 -0.374 0.731
H: 1.385 -0.348 3.389
H: 0.883 -1.279 1.976
H: -0.941 2.520 2.762
H: 0.713 2.802 3.272
H: -0.140 1.376 3.898
H: -0.118 -0.270 -0.109
H: 1.093 1.834 -1.039
H: -0.090 1.105 -3.509
H: -0.911 0.084 -2.293
H: 2.126 0.383 -2.464
H: 1.264 -0.824 -1.533
H: 2.096 -0.852 -4.383
H: 1.851 -2.166 -3.243
H: -2.405 3.025 -2.364
H: -1.460 3.856 -0.445
H: -2.736 0.550 0.234
H: -1.301 -3.080 -0.379
H: -1.997 -3.021 1.263
H: -0.467 -2.177 0.902
H: -3.426 -0.935 2.055
H: -4.474 0.831 2.663
H: -2.335 2.347 1.155
H: -4.103 2.366 0.983
H: -3.326 3.276 2.274
C: 3.709 -3.965 -2.352
C: 3.536 -2.609 -1.628
O: 4.416 -1.743 -1.818
O: 2.504 -2.508 -0.916
H: 4.620 -3.978 -2.951
H: 3.747 -4.771 -1.616
H: 2.848 -4.152 -2.998

Löwdin atomic charge list, values in e, 6 entries: atom 1 (C): -0.174, atom 2 (C): -0.499, atom 3 (P): 1.029, atom 4 (C): -0.342, atom 5 (C): -0.382, atom 6 (O): -0.262

---

(2)
Formula: C15H30INOP2Ru
Source: the Open Molecules 2025 dataset
Level of theory: ωB97M-V with the def2-TZVPD basis set

The expectation value of S² is 6.064. The value obtained for the frontier orbital gap (alpha / beta) is 6.93 / 6.54 eV. Its multiplicity is 5. For the LUMO energy (alpha / beta), the calculation gives 0.67 / -1.11 eV.

Atoms and positions in Å:
Ru: -0.158 0.307 0.232
P: -1.406 -1.275 1.479
P: 0.929 1.883 -1.282
N: 1.306 -0.730 0.288
H: -3.684 0.650 -0.115
C: -2.287 -2.662 0.652
H: -2.774 -3.301 1.412
H: -1.566 -3.275 0.093
H: -3.056 -2.252 -0.021
C: -2.705 -0.605 2.572
H: -3.235 -1.456 3.040
H: -3.401 -0.024 1.947
H: -2.224 0.023 3.333
C: -0.330 -2.202 2.645
H: -0.957 -2.789 3.339
H: 0.271 -1.479 3.208
H: 0.307 -2.887 2.068
C: 0.920 1.645 -3.103
H: 1.538 2.432 -3.576
H: -0.117 1.727 -3.464
H: 1.348 0.661 -3.339
C: 0.407 3.631 -1.147
H: 0.995 4.214 -1.879
H: 0.600 3.979 -0.124
H: -0.664 3.690 -1.391
C: 2.729 1.963 -0.932
H: 3.163 2.787 -1.523
H: 3.183 1.014 -1.247
H: 2.890 2.145 0.136
C: 2.440 -1.354 0.606
C: 3.958 -3.197 0.154
C: 2.800 -2.508 -0.166
C: 3.267 -0.917 1.692
C: 4.421 -1.633 1.985
C: 4.753 -2.754 1.218
H: 4.220 -4.080 -0.448
H: 2.083 -2.753 -0.973
H: 2.932 -0.030 2.259
H: 5.071 -1.318 2.813
H: 5.649 -3.302 1.441
C: -3.128 1.073 -0.987
O: -1.727 0.734 -0.852
C: -3.592 0.359 -2.273
H: -4.313 0.938 -2.870
H: -4.096 -0.578 -2.018
H: -2.735 0.126 -2.914
C: -3.437 2.576 -1.008
H: -3.316 2.963 -2.035
H: -2.835 3.157 -0.314
H: -4.509 2.745 -0.765
I: 0.073 1.939 2.159

Löwdin atomic charge list, values in e, 6 entries: atom 1 (Ru): 0.606, atom 2 (P): 0.674, atom 3 (P): 0.682, atom 4 (N): -0.223, atom 5 (H): 0.104, atom 6 (C): -0.250

---

(3)
Formula: C15H30IO2P2W
Source: the Open Molecules 2025 dataset
Level of theory: ωB97M-V with the def2-TZVPD basis set

The expectation value of S² is 2.039. The value obtained for the frontier orbital gap (alpha / beta) is 6.73 / 3.22 eV. Its multiplicity is 3. For the LUMO energy (alpha / beta), the calculation gives -10.80 / -14.12 eV. As for the charge: +3. The value obtained for the relative energy (zero: lowest compared OMol25 entry of this formula, charge and spin) is 0.000 eV.

Atoms and positions in Å:
C: 1.656 -6.728 -4.380
C: 1.227 -6.040 -3.101
H: 1.651 -7.815 -4.206
H: 2.667 -6.413 -4.666
H: 0.961 -6.491 -5.195
O: 0.923 -6.565 -2.058
I: 1.160 -3.861 -3.184
W: -0.064 -0.235 0.238
P: -2.023 -0.464 -1.102
C: -3.403 -0.549 0.119
C: -2.474 0.973 -2.136
H: -3.481 0.833 -2.552
H: -3.315 -1.888 -2.602
H: -1.746 1.058 -2.950
H: -1.549 -1.958 -2.944
H: -3.397 0.343 0.757
H: -2.447 1.888 -1.538
C: -2.311 -1.926 -2.158
H: -4.357 -0.599 -0.425
H: -2.220 -2.833 -1.550
H: -3.291 -1.441 0.746
P: 2.319 -0.277 0.257
C: 2.761 -0.286 2.048
C: 3.270 -1.683 -0.414
H: 3.025 1.266 -1.454
H: 4.234 1.168 -0.133
H: 2.727 2.112 0.085
C: 3.163 1.218 -0.370
H: 3.096 -1.755 -1.493
H: 4.343 -1.555 -0.210
H: 3.855 -0.249 2.145
H: 2.381 -1.199 2.521
H: 2.924 -2.610 0.056
H: 2.324 0.587 2.548
C: -0.566 -0.984 1.943
O: -0.857 -1.560 2.947
C: 0.089 3.590 3.404
C: -0.835 3.600 2.181
C: -2.278 3.475 2.682
C: -0.647 4.875 1.359
C: -0.514 2.510 1.304
C: -0.194 1.729 0.385
H: -0.116 4.451 4.052
H: 1.147 3.635 3.126
H: -0.075 2.690 4.007
H: -2.546 4.332 3.312
H: -3.001 3.435 1.862
H: -2.399 2.577 3.299
H: 0.387 4.964 1.005
H: -1.314 4.882 0.489
H: -0.869 5.773 1.945

Löwdin atomic charge list, values in e, 6 entries: atom 1 (C): -0.021, atom 2 (C): -0.683, atom 3 (H): 0.126, atom 4 (H): 0.121, atom 5 (H): 0.121, atom 6 (O): 0.232